No. 1
16
Properties=species:S:1:pos:R:3 method="wB97M-V/def2-TZVPD" lumo_ev=0.853 homo_ev=-8.462 total_charge=0 spin_multiplicity=1
C 1.96024 0.15034 0.40636
C 0.88344 0.40639 -0.64118
C -0.50716 0.17785 -0.07977
C -0.86878 -1.25596 0.26002
C -2.55710 1.25667 -0.71507
O -1.43549 0.71548 -1.07398
H 1.98725 -0.90167 0.70973
H 1.77470 0.75462 1.30261
H 2.94822 0.41597 0.02201
H 1.03275 -0.22156 -1.52795
H 0.92473 1.44868 -0.98045
H -0.63731 -1.95171 -0.55308
H -0.30761 -1.56156 1.14805
H -1.93436 -1.34026 0.50251
H -0.64478 0.80212 0.81090
H -2.61873 1.10458 0.40929


No. 2
16
Properties=species:S:1:pos:R:3 method="wB97M-V/def2-TZVPD" lumo_ev=0.888 homo_ev=-8.718 total_charge=0 spin_multiplicity=1
C 0.79737 -1.79138 1.37613
C 0.95517 -0.46322 0.63667
C -0.22648 -0.23873 -0.31437
C -0.11722 0.90588 -1.28482
C -0.94907 1.94486 -1.37694
O -1.97791 2.26050 -0.54325
H 1.63666 -1.99929 2.04705
H -0.12135 -1.79867 1.97522
H 0.72452 -2.61891 0.66011
H 1.02567 0.36620 1.35182
H 1.89564 -0.46055 0.07006
H -0.35605 -1.15828 -0.90352
H -1.14403 -0.15816 0.28795
H 0.66423 0.83854 -2.03841
H -1.91808 1.70825 0.24626
H -0.88906 2.66297 -2.18996


No. 3
16
Properties=species:S:1:pos:R:3 method="wB97M-V/def2-TZVPD" lumo_ev=0.925 homo_ev=-8.102 total_charge=0 spin_multiplicity=1
C -2.07096 -1.39592 0.30777
O -1.53343 -0.39266 1.14612
C -0.73740 0.55153 0.68658
C 1.65155 1.87508 -0.20390
C 1.27745 0.78356 -0.87186
C 1.13375 -0.46260 -0.09938
H -2.56732 -2.05051 1.01923
H -1.27287 -1.95177 -0.20705
H -2.76612 -0.98537 -0.43230
H -0.95163 0.81715 -0.37972
H 1.97503 1.79392 0.83589
H 1.64775 2.85938 -0.64916
H 0.78496 0.85472 -1.83974
H 0.77764 -1.35952 -0.61804
H 0.45069 0.03276 0.88446
H 2.04146 -0.71165 0.45762


No. 4
16
Properties=species:S:1:pos:R:3 method="wB97M-V/def2-TZVPD" lumo_ev=0.952 homo_ev=-7.918 total_charge=0 spin_multiplicity=1
C 0.57365 0.81445 -1.57287
C -0.39642 -0.00151 -0.77566
O -0.06090 -1.70379 -1.38855
C -0.11879 -0.38085 0.57073
C 0.69601 0.35020 1.57501
C -0.77674 0.07191 1.82356
H 1.59857 0.51165 -1.34356
H 0.45145 1.86004 -1.25892
H 0.40112 0.74883 -2.64969
H -1.44070 0.06873 -1.08708
H -0.89569 -2.16524 -1.57971
H 0.05268 -1.64083 -0.23560
H 1.43000 -0.20118 2.16079
H 0.97501 1.38734 1.38568
H -1.44212 0.93477 1.78750
H -1.04714 -0.65451 2.58838


No. 5
16
Properties=species:S:1:pos:R:3 method="wB97M-V/def2-TZVPD" lumo_ev=0.958 homo_ev=-9.860 total_charge=0 spin_multiplicity=1
C -1.24153 0.43121 -0.81666
C -0.55167 -0.13740 0.41653
C -0.49348 -1.71086 0.24028
O 0.77711 -1.47559 -0.40430
C 0.94957 -0.23769 0.37862
C 1.45634 1.10861 0.01653
H -1.03331 1.49900 -0.87119
H -2.32270 0.28718 -0.70080
H -0.94021 -0.02983 -1.76677
H -0.62218 0.89801 1.26239
H -1.19481 -2.21167 -0.45183
H -0.38739 -2.30420 1.16018
H 1.36436 -0.51391 1.36336
H 1.28223 1.39685 -1.03321
H 2.47056 1.38519 0.33861
H 0.48711 1.61511 0.86824


No. 6
16
Properties=species:S:1:pos:R:3 method="wB97M-V/def2-TZVPD" smiles="C=CC.C=CO" lumo_ev=0.719 homo_ev=-9.265 total_charge=0 spin_multiplicity=1
C 0.51552 0.53610 -1.94194
C -0.86334 -0.21339 -1.61642
C -1.96667 -0.13545 -2.44198
H 1.18560 0.55208 -1.04485
H 0.08560 1.54648 -2.13769
H 0.90975 0.01368 -2.81647
H -0.79500 -0.94590 -0.80465
H -2.78353 -0.87736 -2.44641
H -2.01492 0.73042 -3.22134
C -0.31962 -0.84478 1.92820
C 0.98362 -0.36859 2.15845
O 1.52621 0.83890 1.85067
H -0.93463 -1.56101 2.53806
H -0.98101 -0.59878 1.13601
H 1.65390 -0.82062 2.86077
H 1.36749 1.40643 2.61333


No. 7
16
Properties=species:S:1:pos:R:3 method="wB97M-V/def2-TZVPD" smiles="C[C@H]1C=CC1.O" lumo_ev=1.005 homo_ev=-9.677 total_charge=0 spin_multiplicity=1
C 0.49946 1.58436 -0.55839
C -0.76944 0.76030 -0.39337
C -0.77896 -0.64995 -0.95838
C -0.98852 -1.23154 0.22843
O 2.12735 -1.19345 0.67803
C -0.97980 0.07251 0.99705
H 0.64407 1.88102 -1.60384
H 1.37899 1.01549 -0.23497
H 0.44533 2.49685 0.04618
H -1.64689 1.34330 -0.70258
H 1.31983 -1.26817 0.14798
H -0.66517 -1.02871 -1.97207
H -1.11917 -2.26317 0.54726
H 2.56930 -2.04374 0.57907
H -1.90620 0.33564 1.52023
H -0.13019 0.18925 1.67937


No. 8
16
Properties=species:S:1:pos:R:3 method="wB97M-V/def2-TZVPD" smiles=CC1(CO)CC1 lumo_ev=0.970 homo_ev=-10.243 total_charge=0 spin_multiplicity=1
C -0.17987 -0.33715 -1.49754
C 0.17672 -0.04437 -0.07571
C -0.53677 -0.97439 0.85483
O -2.06269 -0.93232 0.65220
C 0.39082 1.37938 0.37428
C 1.55583 0.43027 0.29331
H 0.10383 0.45818 -2.15404
H 0.23297 -1.26140 -1.88353
H -1.36406 -0.42968 -1.53576
H -0.34476 -0.75190 1.89463
H -0.31213 -2.02244 0.65732
H -2.31227 -0.00086 0.75139
H 0.04678 1.66784 1.36612
H 0.31745 2.16915 -0.36928
H 2.26958 0.56353 -0.51551
H 1.99625 0.08238 1.22506


No. 9
16
Properties=species:S:1:pos:R:3 method="wB97M-V/def2-TZVPD" lumo_ev=-1.929 homo_ev=-6.872 total_charge=0 spin_multiplicity=1
C -0.08496 0.03866 1.00950
C -0.06367 0.69730 2.20684
C 0.64529 0.28285 -0.32372
C -0.09485 -0.15915 -1.60625
C -0.51274 1.28884 -1.29878
H -0.29494 -1.16930 0.97304
H -0.53932 0.41669 3.22916
H 0.33469 1.69025 2.16592
H 1.35580 -0.65463 -0.28013
H 1.48225 1.05272 -0.30181
H 0.60374 -0.42235 -2.45614
H -1.33473 1.54854 -0.67045
H -0.43278 1.89757 -2.20377
H -0.91876 -0.84264 -1.65632
H -0.36354 -3.18578 0.75587
O 0.21853 -2.47958 0.45704


No. 10
16
Properties=species:S:1:pos:R:3 method="wB97M-V/def2-TZVPD" smiles="C[C@H]1CCC1=O.[H][H]" lumo_ev=1.020 homo_ev=-9.463 total_charge=0 spin_multiplicity=1
C -0.54532 0.58336 1.67433
C 0.30128 0.17911 0.47523
C 0.57844 -1.33231 0.23147
C -0.17274 -1.28107 -1.12537
C -0.51689 0.16934 -0.81743
O -1.26714 0.96538 -1.31745
H -0.72595 1.66244 1.65820
H -1.52096 0.08537 1.63227
H -0.06476 0.31815 2.62092
H 1.20883 0.79307 0.41207
H 1.63685 -1.59251 0.15430
H 0.10768 -1.98578 0.97091
H 0.45502 -1.39457 -2.01499
H -1.05383 -1.92001 -1.23218
H 1.17944 2.33784 -1.63176
H 0.43667 2.34906 -1.64630


No. 11
16
Properties=species:S:1:pos:R:3 method="wB97M-V/def2-TZVPD" smiles="CC(=O)C(C)C" lumo_ev=0.983 homo_ev=-9.464 total_charge=0 spin_multiplicity=1
C 1.49040 -0.71849 -0.30579
C 0.41871 0.37605 -0.04746
C 0.85057 1.19345 1.18679
C -0.96276 -0.30454 0.12474
O -0.99598 -1.11442 1.02312
C -2.13418 -0.34928 -0.90277
H 1.17474 -1.43999 -1.06542
H 1.75692 -1.29339 0.59195
H 2.40986 -0.24145 -0.66675
H 0.37634 1.00937 -0.93404
H 0.83383 0.58517 2.10108
H 0.20473 2.06115 1.34458
H 1.88092 1.55608 1.06077
H -3.15166 -0.15334 -0.52275
H -2.00785 0.24540 -1.81052
H -2.14458 -1.41176 -1.17752


No. 12
16
Properties=species:S:1:pos:R:3 method="wB97M-V/def2-TZVPD" lumo_ev=0.735 homo_ev=-8.636 total_charge=0 spin_multiplicity=1
O -1.03104 -0.42983 -2.70044
C -1.72086 0.64729 -2.40668
C 0.56083 0.38151 -0.33212
C 0.74617 0.94766 1.08081
C 0.53373 -0.45861 1.66460
C -0.15085 -0.85919 0.33304
H -0.63916 -0.96038 -1.97442
H 0.12592 1.07261 -1.07622
H -1.80859 0.74961 -1.28710
H 1.50340 0.04133 -0.76352
H -0.08787 1.60318 1.35186
H 1.69189 1.45019 1.28899
H 1.47886 -0.98661 1.83106
H -0.05800 -0.54199 2.58260
H -1.24093 -0.78441 0.42734
H 0.09649 -1.87236 -0.01980